Molecular formula: C61H174N24O19
Method: DFT, ωB97M-V/def2-TZVPD

Structure (ORCA input):
```
! wB97M-V def2-TZVPD RIJCOSX def2/J DEFGRID3
* xyz 0 1
C -0.928 4.423 1.687
O -0.220 5.143 2.316
N -2.121 4.741 1.270
N -0.624 3.254 1.190
H -2.544 4.281 0.477
H -2.374 5.710 1.399
H 0.319 2.905 1.090
H -1.462 2.790 0.870
C -4.319 1.686 -5.807
O -4.986 1.840 -4.798
N -3.048 1.377 -5.643
N -4.755 1.910 -6.965
H -2.727 0.905 -4.809
H -2.432 1.594 -6.413
H -5.599 2.463 -7.006
H -4.081 1.992 -7.712
C -3.266 -2.296 -2.761
O -2.528 -1.385 -2.456
N -3.025 -3.190 -3.694
N -4.516 -2.417 -2.425
H -3.862 -3.661 -4.009
H -2.199 -3.025 -4.252
H -4.905 -1.745 -1.778
H -5.022 -3.209 -2.796
C -3.200 2.632 -1.634
O -2.434 2.782 -0.769
N -4.250 3.332 -1.903
N -3.105 1.695 -2.523
H -4.856 3.111 -2.681
H -4.418 4.110 -1.281
H -2.366 1.041 -2.308
H -3.890 1.501 -3.128
C -3.340 -1.975 3.566
O -3.155 -3.025 4.137
N -3.391 -0.772 4.154
N -3.261 -1.838 2.251
H -3.326 -0.852 5.158
H -3.313 0.066 3.595
H -3.473 -2.672 1.722
H -3.398 -0.919 1.854
C -0.054 -6.808 6.286
C -0.615 -5.450 5.682
C 0.205 -5.009 4.417
O 0.173 -5.990 3.287
C 1.141 -5.702 2.226
N -2.000 -5.535 5.552
H -0.182 -7.619 5.569
H -0.355 -6.926 7.327
H 1.029 -6.848 6.174
H -0.322 -4.656 6.369
H 1.218 -4.905 4.806
H -0.229 -4.057 4.112
H 0.814 -4.854 1.624
H 1.257 -6.535 1.534
H 2.113 -5.545 2.695
H -2.275 -4.680 5.089
H -2.281 -5.369 6.508
C 6.150 1.156 0.446
C 5.321 0.051 -0.133
C 5.265 0.129 -1.680
O 4.567 -1.088 -2.132
C 4.495 -1.157 -3.536
N 5.865 -1.169 0.285
H 5.756 2.156 0.260
H 7.182 1.131 0.096
H 6.184 1.126 1.536
H 4.361 0.144 0.374
H 6.268 0.107 -2.106
H 4.718 1.033 -1.948
H 4.628 -2.174 -3.903
H 5.166 -0.589 -4.180
H 3.570 -0.771 -3.965
H 6.868 -1.231 0.183
H 5.496 -1.726 -0.472
C 2.440 8.024 0.026
C 1.667 6.974 -0.830
C 2.598 5.866 -1.220
O 1.940 4.968 -2.126
C 2.793 3.867 -2.388
N 0.459 6.521 -0.152
H 3.018 7.525 0.803
H 1.622 8.693 0.293
H 3.210 8.623 -0.461
H 1.300 7.450 -1.739
H 2.941 5.306 -0.350
H 3.453 6.288 -1.749
H 3.461 3.441 -1.639
H 3.379 4.104 -3.276
H 2.124 3.051 -2.663
H 0.744 6.164 0.749
H 0.239 5.724 -0.733
C -2.547 5.019 -4.706
C -1.030 5.272 -4.529
C -0.847 6.633 -3.786
O -1.235 7.743 -4.589
C -1.050 8.935 -3.747
N -0.572 4.183 -3.605
H -2.913 4.020 -4.942
H -2.826 5.767 -5.449
H -3.001 5.335 -3.767
H -0.507 5.233 -5.485
H 0.217 6.785 -3.605
H -1.194 6.637 -2.752
H -1.499 8.935 -2.754
H -1.425 9.791 -4.308
H 0.033 8.926 -3.626
H 0.341 4.450 -3.265
H -1.228 4.135 -2.839
C 3.227 -1.523 7.067
C 4.752 -1.571 6.695
C 4.916 -0.879 5.392
O 4.153 -1.313 4.269
C 4.385 -0.273 3.268
N 5.504 -0.995 7.757
H 3.055 -2.154 7.938
H 2.753 -1.977 6.196
H 2.900 -0.502 7.264
H 5.191 -2.554 6.525
H 5.956 -0.714 5.111
H 4.552 0.088 5.738
H 5.418 0.051 3.139
H 3.864 0.620 3.615
H 3.969 -0.534 2.295
H 5.818 -0.041 7.647
H 6.406 -1.449 7.743
C -3.526 3.744 -9.839
C -2.361 2.845 -9.427
C -1.598 3.328 -8.103
O -0.515 2.444 -7.872
C 0.237 2.817 -6.788
N -2.865 1.557 -9.165
H -3.968 3.361 -10.759
H -3.303 4.795 -10.020
H -4.158 3.779 -8.952
H -1.815 2.999 -10.358
H -2.249 3.417 -7.233
H -1.133 4.305 -8.240
H 1.027 2.079 -6.928
H -0.205 2.703 -5.799
H 0.781 3.753 -6.920
H -3.125 1.060 -10.005
H -1.958 1.289 -8.810
C -2.375 3.680 4.647
C -1.394 3.484 5.745
C 0.055 3.395 5.218
O 0.868 3.126 6.326
C 2.242 2.668 5.996
N -1.481 4.666 6.627
H -2.259 2.908 3.887
H -2.279 4.637 4.135
H -3.438 3.658 4.887
H -1.683 2.602 6.317
H 0.418 4.334 4.800
H 0.282 2.616 4.489
H 2.893 2.530 6.860
H 2.859 3.338 5.397
H 2.103 1.671 5.578
H -0.734 4.554 7.297
H -2.296 4.522 7.206
C -0.658 -1.145 5.991
C -0.793 -0.947 7.529
C -0.361 0.438 8.053
O -0.593 0.661 9.444
C 0.283 0.100 10.424
N -2.215 -1.266 7.798
H 0.328 -0.902 5.594
H -1.328 -0.471 5.458
H -0.846 -2.116 5.533
H -0.167 -1.706 7.998
H -0.968 1.244 7.640
H 0.680 0.545 7.745
H 0.442 -0.977 10.470
H -0.209 0.271 11.382
H 1.285 0.529 10.403
H -2.444 -1.037 8.755
H -2.398 -2.255 7.707
C 5.787 2.785 4.781
C 6.197 3.843 3.661
C 4.960 4.584 3.051
O 4.146 3.631 2.333
C 2.792 4.072 2.235
N 7.232 4.816 4.086
H 4.909 2.224 4.462
H 5.297 3.194 5.664
H 6.566 2.081 5.075
H 6.647 3.256 2.860
H 5.181 5.577 2.661
H 4.293 4.880 3.860
H 2.548 4.899 1.568
H 2.298 4.405 3.148
H 2.256 3.137 2.066
H 7.852 4.170 4.553
H 6.847 5.342 4.858
C 0.919 0.397 -2.177
C 1.055 -1.026 -1.509
C 0.529 -1.066 -0.083
O 0.853 0.059 0.628
C 0.270 0.135 1.970
N 0.242 -1.821 -2.442
H 1.114 1.067 -1.339
H -0.104 0.690 -2.415
H 1.634 0.494 -2.993
H 2.050 -1.454 -1.636
H 0.833 -2.017 0.356
H -0.550 -1.171 -0.201
H 0.317 -0.752 2.601
H -0.789 0.339 1.815
H 0.759 0.966 2.480
H 0.209 -2.778 -2.120
H -0.720 -1.552 -2.287
C -6.054 1.736 0.941
C -5.051 0.579 1.066
C -4.833 -0.317 -0.183
O -6.004 -1.067 -0.593
C -6.252 -2.209 0.225
N -3.712 1.070 1.540
H -6.288 2.288 1.851
H -6.944 1.195 0.618
H -5.808 2.579 0.296
H -5.263 -0.068 1.917
H -3.914 -0.898 -0.100
H -4.660 0.374 -1.008
H -7.132 -2.675 -0.218
H -6.365 -2.006 1.290
H -5.442 -2.919 0.059
H -3.923 1.950 1.989
H -3.147 1.450 0.794
C -1.094 -0.776 -6.983
C -0.796 -2.022 -6.087
C -1.274 -3.383 -6.591
O -1.104 -4.442 -5.578
C -1.900 -5.516 -5.871
N 0.628 -1.809 -5.909
H -0.456 -0.675 -7.861
H -1.054 0.146 -6.404
H -2.116 -0.816 -7.361
H -1.257 -1.786 -5.128
H -0.828 -3.753 -7.515
H -2.307 -3.169 -6.863
H -2.923 -5.260 -6.150
H -1.903 -6.085 -4.942
H -1.493 -6.231 -6.585
H 0.854 -0.828 -5.991
H 0.841 -2.129 -4.974
C 2.445 -6.313 -2.722
C 2.527 -7.260 -3.857
C 2.364 -6.545 -5.186
O 3.007 -7.180 -6.287
C 2.323 -8.198 -6.897
N 3.924 -7.658 -3.898
H 3.364 -5.741 -2.847
H 2.421 -6.720 -1.711
H 1.560 -5.689 -2.847
H 1.875 -8.133 -3.820
H 2.813 -5.555 -5.264
H 1.325 -6.357 -5.456
H 2.841 -8.363 -7.842
H 1.277 -7.906 -6.995
H 2.336 -9.103 -6.290
H 4.599 -6.916 -3.780
H 4.067 -8.169 -4.758
C -3.533 -6.758 2.554
C -2.615 -7.708 1.846
C -1.902 -7.181 0.606
O -2.817 -6.611 -0.406
C -2.239 -5.850 -1.442
N -1.754 -8.115 2.900
H -4.094 -7.213 3.370
H -4.219 -6.266 1.865
H -2.994 -5.995 3.116
H -3.181 -8.580 1.519
H -1.181 -7.885 0.190
H -1.291 -6.414 1.082
H -2.928 -5.569 -2.238
H -1.468 -6.459 -1.914
H -1.870 -4.910 -1.032
H -1.255 -7.377 3.375
H -2.288 -8.484 3.674
*
```

Properties
HOMO-LUMO gap: 8.219 eV
E_LUMO: 0.28 eV
HOMO energy: -7.94 eV
energy above the lowest of the compared OMol25 structures with the same formula, charge and spin: 45.52 kJ/mol
largest force on an atom: 6.7 eV/A

These are the Löwdin partial charges, in e, on atoms 1 to 99: number 1, C, carries -0.8237; number 2, O, carries 0.0393; number 3, N, carries 0.1759; number 4, N, carries 0.2066; number 5, H, carries 0.0640; number 6, H, carries 0.1240; number 7, H, carries 0.0977; number 8, H, carries 0.0577; number 9, C, carries -0.7896; number 10, O, carries -0.0027; number 11, N, carries 0.1974; number 12, N, carries 0.2129; number 13, H, carries 0.1049; number 14, H, carries 0.0565; number 15, H, carries 0.1358; number 16, H, carries 0.0471; number 17, C, carries -0.7218; number 18, O, carries 0.0192; number 19, N, carries 0.1899; number 20, N, carries 0.2010; number 21, H, carries 0.1142; number 22, H, carries 0.0742; number 23, H, carries 0.0551; number 24, H, carries 0.1243; number 25, C, carries -0.8394; number 26, O, carries 0.0428; number 27, N, carries 0.2086; number 28, N, carries 0.1965; number 29, H, carries 0.1131; number 30, H, carries 0.1247; number 31, H, carries 0.0959; number 32, H, carries 0.0720; number 33, C, carries -0.7265; number 34, O, carries 0.0278; number 35, N, carries 0.1718; number 36, N, carries 0.1763; number 37, H, carries 0.0892; number 38, H, carries 0.0736; number 39, H, carries 0.1098; number 40, H, carries 0.0285; number 41, C, carries -0.0398; number 42, C, carries -0.4628; number 43, C, carries -0.1212; number 44, O, carries -0.2419; number 45, C, carries -0.0767; number 46, N, carries 0.0613; number 47, H, carries 0.0645; number 48, H, carries 0.0713; number 49, H, carries 0.0640; number 50, H, carries 0.1156; number 51, H, carries 0.1135; number 52, H, carries 0.1058; number 53, H, carries 0.0727; number 54, H, carries 0.0794; number 55, H, carries 0.0819; number 56, H, carries 0.0299; number 57, H, carries 0.0822; number 58, C, carries -0.0667; number 59, C, carries -0.4847; number 60, C, carries -0.1235; number 61, O, carries -0.2043; number 62, C, carries -0.1309; number 63, N, carries 0.0549; number 64, H, carries 0.0756; number 65, H, carries 0.0852; number 66, H, carries 0.0547; number 67, H, carries 0.1231; number 68, H, carries 0.1289; number 69, H, carries 0.1170; number 70, H, carries 0.0872; number 71, H, carries 0.0828; number 72, H, carries 0.0687; number 73, H, carries 0.0835; number 74, H, carries 0.0649; number 75, C, carries -0.0380; number 76, C, carries -0.4403; number 77, C, carries -0.1970; number 78, O, carries -0.2169; number 79, C, carries -0.1014; number 80, N, carries 0.0797; number 81, H, carries 0.0693; number 82, H, carries 0.0802; number 83, H, carries 0.0715; number 84, H, carries 0.1127; number 85, H, carries 0.1036; number 86, H, carries 0.1339; number 87, H, carries 0.0840; number 88, H, carries 0.0914; number 89, H, carries 0.0661; number 90, H, carries 0.0380; number 91, H, carries 0.0557; number 92, C, carries -0.0574; number 93, C, carries -0.3626; number 94, C, carries -0.2310; number 95, O, carries -0.1828; number 96, C, carries -0.0713; number 97, N, carries 0.0716; number 98, H, carries 0.0529; number 99, H, carries 0.0762